1.
The following is a DFT calculation (ωB97M-V/def2-TZVPD) of a single C6H6N2 molecule.

Last columns: bonded neighbours and bond lengths (Å).
CARTESIAN COORDINATES (ANGSTROEM)
1 N 2.755 1.468 -0.215  C2 1.157
2 C 1.855 0.821 0.115  N1 1.157, C3 1.445
3 C 0.881 -0.159 0.539  C2 1.445, C4 1.523, C6 1.613, H9 1.090
4 C 0.360 -0.912 -0.677  C3 1.523, C5 1.525, H10 1.108, H11 1.072
5 C -1.090 -0.769 -0.229  C4 1.525, C6 1.577, H12 1.118, H13 1.107
6 C -0.627 0.375 0.753  C3 1.613, C5 1.577, C7 1.443, H14 1.091
7 C -1.027 1.629 0.161  C6 1.443, N8 1.163
8 N -1.271 2.615 -0.406  C7 1.163
9 H 1.213 -0.816 1.343  C3 1.090
10 H 0.702 -1.956 -0.819  C4 1.108
11 H 0.422 -0.294 -1.552  C4 1.072
12 H -1.753 -0.523 -1.096  C5 1.118
13 H -1.434 -1.669 0.318  C5 1.107
14 H -0.986 0.190 1.766  C6 1.091

SMILES ... N#C[C@@H]1CC[C@@H]1C#N
HOMO-LUMO gap ... 11.870 eV
Multiplicity ... 1
Relative energy (zero: lowest compared OMol25 entry of this formula, charge and spin) ... 26.6 kcal per mole



2.
The following is a DFT calculation (ωB97M-V/def2-TZVPD) of 10 unconnected molecules or ions with the total composition C2H24N2O9.

Last columns: bonded neighbours and bond lengths (Å).
CARTESIAN COORDINATES (ANGSTROEM)
1 C 0.841 0.174 0.231  N2 1.464, H5 1.114, H6 1.085, H7 1.102
2 N 1.953 0.420 1.150  C1 1.464, C3 1.288
3 C 2.485 -0.665 1.592  N2 1.288, N4 1.373, H8 1.088
4 N 2.079 -1.977 1.605  C3 1.373, H9 1.004, H10 1.002
5 H 1.326 0.094 -0.769  C1 1.114
6 H 0.157 1.016 0.194  C1 1.085
7 H 0.235 -0.711 0.484  C1 1.102
8 H 3.484 -0.444 1.962  C3 1.088
9 H 1.118 -2.104 1.341  N4 1.004
10 H 2.518 -2.652 2.201  N4 1.002
11 O -2.798 0.917 1.039  H12 0.954, H13 0.969
12 H -3.536 1.430 0.720  O11 0.954
13 H -2.669 0.045 0.637  O11 0.969
14 O 0.331 0.773 -3.374  H15 0.965, H16 0.972
15 H 0.584 0.913 -4.295  O14 0.965
16 H 0.396 1.630 -2.920  O14 0.972
17 O -1.485 -2.489 0.495  H18 0.993, H19 0.959
18 H -0.703 -2.677 -0.088  O17 0.993
19 H -1.856 -3.273 0.904  O17 0.959
20 O 0.104 3.522 -2.030  H21 0.961, H22 0.969
21 H 0.038 3.191 -1.131  O20 0.961
22 H 0.385 4.448 -1.976  O20 0.969
23 O -0.168 -1.972 -2.902  H24 0.969, H25 0.982
24 H -1.000 -1.980 -2.406  O23 0.969
25 H -0.118 -1.049 -3.232  O23 0.982
26 O 1.160 3.379 1.960  H27 0.965, H28 0.969
27 H 1.819 2.698 1.776  O26 0.965
28 H 0.451 2.893 2.409  O26 0.969
29 O 0.833 -2.843 -0.594  H30 0.995, H31 0.963
30 H 0.915 -2.775 -1.583  O29 0.995
31 H 1.380 -2.085 -0.364  O29 0.963
32 O -0.592 1.375 2.981  H33 0.979, H34 0.975
33 H -1.343 1.039 2.452  O32 0.979
34 H -1.201 1.899 3.534  O32 0.975
35 O -2.970 -0.921 -1.008  H36 0.960, H37 0.988
36 H -3.842 -1.315 -0.937  O35 0.960
37 H -2.346 -1.449 -0.455  O35 0.988

SMILES ... C/N=C\N.O.O.O.O.O.O.O.O.O
HOMO-LUMO gap ... 9.252 eV
Multiplicity ... 1
Relative energy (zero: lowest compared OMol25 entry of this formula, charge and spin) ... 13.6 kcal per mole